Entry 1:
A structure of composition C38H38F4N6Ta, computed with ωB97M-V/def2-TZVPD.

Geometry as XYZ:
```
87
Properties=species:S:1:pos:R:3
Ta 0.34 0.54 0.43
C -0.91 0.21 3.55
N 0.02 1.05 2.76
C 1.35 0.86 3.42
C -0.31 2.49 2.87
C 0.65 3.30 2.01
N 1.05 2.50 0.84
C 2.08 3.06 0.09
C 2.86 2.16 -0.62
F 2.48 0.85 -0.43
C 3.93 2.48 -1.42
F 4.59 1.51 -2.05
C 4.28 3.81 -1.55
C 3.54 4.74 -0.85
F 3.84 6.03 -0.96
C 2.45 4.40 -0.05
F 1.77 5.38 0.54
H -1.06 0.64 4.54
H -0.48 -0.79 3.65
H -1.87 0.09 3.06
H 1.27 1.16 4.46
H 2.11 1.47 2.93
H 1.63 -0.19 3.37
H -0.25 2.81 3.92
H -1.33 2.65 2.54
H 1.54 3.58 2.58
H 0.15 4.22 1.71
H 5.11 4.11 -2.17
N -5.92 1.26 -7.95
C -5.24 1.16 -7.03
C -4.38 1.04 -5.88
C -3.65 2.14 -5.44
C -2.83 2.01 -4.33
C -2.73 0.79 -3.67
C -3.46 -0.30 -4.12
C -4.28 -0.19 -5.22
C -1.84 0.66 -2.48
C -0.57 0.17 -2.69
C -0.08 -0.40 -3.89
C 1.12 -1.01 -3.59
C 1.34 -0.78 -2.23
N 0.36 -0.05 -1.67
C -2.39 0.98 -1.23
C -3.72 1.38 -1.05
C -3.91 1.57 0.31
C -2.70 1.29 0.91
N -1.74 0.92 0.02
H -3.73 3.08 -5.96
H -2.26 2.87 -3.98
H -3.37 -1.25 -3.60
H -4.85 -1.03 -5.57
H -0.59 -0.39 -4.84
H 1.77 -1.56 -4.25
H 2.18 -1.13 -1.65
H -4.44 1.50 -1.84
H -4.81 1.87 0.82
H -2.51 1.33 1.96
C -2.62 -2.24 1.33
C -1.48 -3.21 1.00
C -1.11 -3.15 -0.48
C -0.29 -3.13 1.96
C -0.30 -4.05 3.00
C 0.75 -4.15 3.89
C 1.90 -3.43 3.63
C 1.99 -2.52 2.58
C 3.43 -2.11 2.27
C 4.11 -3.33 1.63
C 3.71 -0.91 1.38
C 0.82 -2.26 1.83
N 0.65 -1.11 1.04
H -3.52 -2.52 0.78
H -2.36 -1.22 1.05
H -2.86 -2.27 2.40
H -1.88 -4.21 1.17
H -0.78 -2.16 -0.79
H -1.98 -3.42 -1.08
H -0.31 -3.86 -0.71
H -1.17 -4.69 3.11
H 0.71 -4.84 4.72
H 2.78 -3.59 4.25
H 3.91 -1.94 3.23
H 3.64 -3.57 0.67
H 4.04 -4.21 2.27
H 5.17 -3.12 1.44
H 3.45 -1.14 0.35
H 4.78 -0.70 1.40
H 3.20 -0.01 1.69
```

Electronic energy (Eh): -2255.67832
Strongest force on any atom (eV/Å): 0.40
2S+1: 1
E_LUMO (eV): -4.19
Net charge: +1

Entry 2:
The ion C38H38N3O with charge +1 at a distorted geometry, computed with ωB97M-V/def2-TZVPD.

Geometry as XYZ:
```
80
Properties=species:S:1:pos:R:3
C 2.38 5.73 -1.67
N 2.72 4.39 -2.04
C 2.99 4.20 -3.44
C 2.57 3.33 -1.18
C 1.74 3.44 -0.05
C 1.37 2.31 0.64
N 1.90 1.06 0.39
C 1.48 -0.20 1.05
C 0.97 0.05 2.44
O -0.01 0.79 2.63
C 1.56 -0.75 3.60
C 0.70 -0.99 4.69
C 1.05 -1.89 5.70
C 2.31 -2.49 5.67
C 3.22 -2.19 4.65
C 2.87 -1.27 3.65
C 0.34 -1.38 0.36
C -1.00 -0.87 0.00
C -1.26 -0.20 -1.18
N -2.48 0.00 -1.72
C -2.63 0.86 -2.90
C -2.04 2.24 -2.69
C -1.35 2.86 -3.73
C -0.78 4.13 -3.54
C -0.94 4.80 -2.32
C -1.55 4.13 -1.25
C -2.11 2.86 -1.44
C -3.64 -0.72 -1.23
C -3.57 -2.21 -1.30
C -4.01 -2.99 -0.23
C -3.87 -4.39 -0.26
C -3.33 -5.04 -1.37
C -2.91 -4.25 -2.46
C -3.06 -2.86 -2.42
C 0.34 -2.66 1.23
C 1.54 -3.38 1.31
C 1.73 -4.25 2.38
C 0.69 -4.50 3.28
C -0.55 -3.92 3.10
C -0.76 -3.04 2.04
C 2.79 0.98 -0.65
C 3.10 2.04 -1.47
H 2.73 5.90 -0.64
H 2.91 6.38 -2.37
H 1.30 5.94 -1.71
H 3.62 3.32 -3.58
H 2.07 4.09 -4.05
H 3.55 5.13 -3.69
H 1.27 4.38 0.18
H 0.63 2.39 1.43
H 2.37 -0.85 1.07
H -0.30 -0.56 4.70
H 0.34 -2.10 6.50
H 2.61 -3.18 6.46
H 4.20 -2.69 4.62
H 3.56 -1.06 2.83
H 0.93 -1.58 -0.59
H -1.83 -1.05 0.72
H -0.44 0.21 -1.80
H -3.71 0.92 -3.08
H -2.18 0.45 -3.81
H -1.26 2.34 -4.70
H -0.25 4.63 -4.37
H -0.63 5.84 -2.20
H -1.64 4.62 -0.28
H -2.61 2.36 -0.61
H -3.79 -0.42 -0.18
H -4.47 -0.40 -1.86
H -4.44 -2.49 0.64
H -4.19 -4.99 0.61
H -3.24 -6.13 -1.40
H -2.49 -4.74 -3.34
H -2.75 -2.25 -3.28
H 2.33 -3.22 0.55
H 2.67 -4.80 2.45
H 0.79 -5.29 4.02
H -1.42 -4.16 3.73
H -1.75 -2.59 1.94
H 3.23 0.01 -0.82
H 3.71 1.89 -2.38
```

Electronic energy (Eh): -1710.05960
Strongest force on any atom (eV/Å): 2.23
2S+1: 1
E_LUMO (eV): -2.99
SMILES: CN(C)c1cc[n+]([C@@H](C(=O)c2ccccc2)[C@H](/C=C/N(Cc2ccccc2)Cc2ccccc2)c2ccccc2)cc1
Net charge: +1

Number 1: HOMO-LUMO gap 6.641 eV, HOMO -10.8 eV. Number 2: HOMO-LUMO gap 6.949 eV, HOMO -9.9 eV.